# 1
This record from OMol25 describes 2 unconnected molecules or ions with the total composition C4H11N3O2 in a non-equilibrium geometry. The level of theory is ωB97M-V/def2-TZVPD.

Each line ends with the natural charge from an NBO analysis.
Cartesian coordinates (Å):
C: 2.0572 1.3100 -2.6380  -0.727
C: 0.8007 0.6713 -2.1094  0.800
O: -0.3080 1.1119 -2.2235  -0.577
O: 1.1011 -0.5086 -1.5056  -0.749
H: 2.6557 0.5885 -3.1890  0.238
H: 2.7200 1.5867 -1.8179  0.236
H: 1.7235 2.1390 -3.2519  0.236
C: -2.4543 -0.9705 0.6700  -0.444
C: -0.3320 -0.3653 1.5341  0.584
N: 1.0141 -0.2283 1.3891  -0.845
N: -1.0050 -0.9009 0.6002  -0.593
N: -0.7614 -0.1651 2.8484  -0.843
H: 1.2857 -0.2973 0.4229  0.409
H: 1.6694 -0.3765 2.1302  0.396
H: 0.3565 -0.9464 -1.0382  0.528
H: -1.7476 -0.1600 3.0438  0.388
H: -0.3232 0.6538 3.2617  0.380
H: -2.8742 0.0024 0.4288  0.202
H: -2.8340 -1.4758 1.5649  0.174
H: -2.7444 -1.6690 -0.1208  0.207

Force components x, y, z for each atom (eV/Å):
-0.2 -0.2 0.1
0.1 -0.7 0.1
0.1 0.0 0.1
0.3 -0.1 0.0
-0.2 -0.1 -0.3
-0.3 0.4 0.1
0.5 0.2 0.0
0.6 -0.9 -0.7
-0.3 -1.7 1.4
0.1 0.9 -0.6
0.0 0.3 -0.8
0.4 1.0 0.2
0.7 -0.1 0.3
-0.1 -0.1 0.1
-0.7 0.5 -0.2
-0.2 -0.1 -0.4
-0.1 -0.3 0.0
-0.4 0.0 0.4
-0.1 0.6 0.3
-0.2 0.3 -0.1

Computed properties:
- LUMO level (eV) = 0.857
- spin multiplicity = 1
- HOMO level (eV) = -8.8
- energy above the lowest of the compared OMol25 structures with the same formula, charge and spin (eV) = 0.558
- Kohn-Sham gap (Eh) = 0.357
- structure (SMILES) = CN=C(N)N.CC(=O)O

---

# 2
This record from OMol25 describes a molecular structure, C5H9O5P in a non-equilibrium geometry. The level of theory is ωB97M-V/def2-TZVPD.

Each line ends with the natural charge from an NBO analysis.
Cartesian coordinates (Å):
C: -1.9657 2.4356 -1.6191  0.750
C: -1.1073 0.0556 -1.5535  -0.070
C: -1.9658 1.1841 -1.2586  -0.589
C: 1.5411 -2.4947 0.1242  -0.259
C: 1.2715 1.1854 1.7361  -0.263
O: -2.0604 3.5734 -1.8570  -0.449
O: -1.3592 -0.3097 1.4709  -1.080
O: -0.0102 0.0297 -0.6682  -0.829
O: 0.1996 -2.1128 0.5531  -0.829
O: 1.2761 -0.1321 1.4024  -0.804
P: -0.1101 -0.6194 0.7737  2.580
H: -1.6146 -0.8776 -1.5428  0.203
H: -0.6096 0.1952 -2.5389  0.199
H: -2.7799 1.0312 -0.6647  0.274
H: 1.5393 -2.9209 -0.9351  0.194
H: 1.8024 -3.3095 0.7665  0.194
H: 2.1810 -1.6499 0.3382  0.214
H: 0.7876 1.4495 2.7711  0.189
H: 0.6781 1.7263 0.9867  0.184
H: 2.3061 1.5605 1.7149  0.191

Force components x, y, z for each atom (eV/Å):
0.2 1.3 -0.4
1.6 0.9 -1.8
0.1 0.8 -1.1
-0.8 -0.7 -0.8
-0.4 3.6 1.8
0.2 -0.9 0.1
0.4 -0.2 0.0
1.3 -0.1 0.6
0.4 -1.6 -0.3
-0.8 -2.0 0.0
-0.4 0.6 0.0
-0.6 -0.7 0.0
-0.5 -0.3 0.4
-2.2 -0.5 1.9
-0.1 1.1 1.3
0.3 -0.5 0.4
0.5 -0.2 -0.6
0.9 -0.8 -1.7
0.3 0.4 0.2
-0.4 -0.1 0.1

Computed properties:
- LUMO level (eV) = 0.581
- spin multiplicity = 1
- HOMO level (eV) = -9.4
- energy above the lowest of the compared OMol25 structures with the same formula, charge and spin (eV) = 0.000
- Kohn-Sham gap (Eh) = 0.367

---

# 3
This record from OMol25 describes a molecular structure, C42H66Cl2KN5O6 in a non-equilibrium geometry. The level of theory is ωB97M-V/def2-TZVPD.

Each line ends with the Löwdin charge.
Cartesian coordinates (Å):
K: -0.2896 0.0858 -0.1926  0.738
C: -4.2342 3.1163 1.0886  -0.114
N: -3.0056 2.9504 1.8426  -0.156
C: -2.2009 4.1559 1.8495  -0.127
C: -2.2279 1.7028 1.5017  -0.688
O: -1.0835 1.6274 2.1144  -0.198
C: -3.1816 0.5171 1.8451  -0.107
O: -2.4919 -0.7363 1.9326  -0.150
C: -1.7792 -0.8809 3.1402  -0.137
C: -1.3360 -2.3169 3.3507  -0.397
O: -0.1764 -2.5600 3.6998  0.008
N: -2.2608 -3.3018 3.2360  -0.121
C: -1.8483 -4.6809 3.3944  -0.059
C: -3.6445 -3.0897 2.8433  -0.038
H: -4.4467 4.1783 0.9320  0.071
H: -5.1021 2.6900 1.6111  0.068
H: -4.1621 2.6528 0.1013  0.052
H: -2.7307 4.9534 2.3907  0.067
H: -1.9606 4.5155 0.8358  0.075
H: -1.2689 3.9343 2.3645  0.060
H: -3.9518 0.3741 1.0817  0.122
H: -3.6573 0.7349 2.8123  0.121
H: -2.4189 -0.5997 3.9970  0.136
H: -0.9093 -0.2314 3.1656  0.088
H: -0.7670 -4.7433 3.3234  0.065
H: -2.2972 -5.2889 2.6069  0.073
H: -2.1608 -5.0783 4.3682  0.084
H: -3.9972 -2.1149 3.1683  0.084
H: -4.2534 -3.8605 3.3235  0.083
H: -3.7598 -3.1553 1.7598  0.077
Cl: 1.7606 0.6665 2.5410  0.623
C: 2.3881 -0.9749 2.4356  -0.963
Cl: 2.6261 -1.4775 0.7420  0.557
H: 1.6563 -1.6390 2.8847  -0.007
H: 3.3505 -1.0284 2.9287  0.016
C: 0.6474 -1.5613 -5.2746  -0.072
C: -0.7196 -1.7870 -5.9339  -0.380
C: -1.2746 -3.1611 -5.5470  -0.066
C: -1.7008 -0.6425 -5.7106  -0.143
C: -2.2012 0.0191 -6.8238  -0.072
C: -3.0702 1.0956 -6.6957  -0.115
C: -3.4197 1.5275 -5.4305  -0.062
C: -2.9536 0.8924 -4.2788  -0.129
C: -3.3244 1.4517 -2.9220  -0.369
C: -3.0086 2.9448 -2.8204  -0.072
C: -4.7995 1.1994 -2.5986  -0.055
C: -2.1202 -0.2311 -4.4215  -0.150
N: -1.6050 -0.9691 -3.3398  0.108
C: -2.4116 -1.6057 -2.5683  -0.112
C: -1.9878 -2.6166 -1.6424  -0.349
C: -2.8318 -3.4442 -0.8837  -0.089
C: -2.0099 -4.4383 -0.3464  -0.088
C: -0.7084 -4.1547 -0.8214  -0.306
N: -0.6927 -3.0620 -1.5931  0.131
C: 0.5352 -4.9961 -0.6062  -0.551
C: 0.2561 -6.4395 -1.0526  -0.068
C: 1.7008 -4.4506 -1.4303  -0.075
C: 0.9180 -5.0131 0.8794  -0.053
H: 1.3677 -2.2937 -5.6580  0.066
H: 0.5746 -1.6704 -4.1940  0.063
H: 1.0304 -0.5606 -5.4931  0.077
H: -0.5556 -1.8033 -7.0194  0.110
H: -1.3817 -3.2542 -4.4651  0.062
H: -0.5838 -3.9436 -5.8798  0.068
H: -2.2467 -3.3420 -6.0152  0.073
H: -1.8889 -0.3131 -7.8097  0.094
H: -3.4508 1.6027 -7.5757  0.083
H: -4.0709 2.3890 -5.3201  0.099
H: -2.7166 0.9706 -2.1609  0.100
H: -3.6839 3.5473 -3.4428  0.065
H: -1.9791 3.1407 -3.1225  0.081
H: -3.0922 3.2591 -1.7809  0.056
H: -5.4457 1.6867 -3.3387  0.070
H: -5.0441 1.6025 -1.6148  0.062
H: -5.0431 0.1346 -2.5975  0.063
H: -3.4975 -1.4781 -2.6607  0.121
H: -3.9025 -3.3275 -0.7648  0.084
H: -2.3103 -5.2704 0.2785  0.072
H: -0.0062 -6.4672 -2.1136  0.082
H: -0.5780 -6.8676 -0.4907  0.067
H: 1.1391 -7.0712 -0.8938  0.071
H: 1.4552 -4.4465 -2.4941  0.076
H: 2.5921 -5.0690 -1.2663  0.074
H: 1.9265 -3.4211 -1.1552  0.035
H: 0.1469 -5.5225 1.4648  0.060
H: 1.0196 -3.9990 1.2720  0.063
H: 1.8662 -5.5435 1.0324  0.077
O: 1.5445 1.2563 -1.2633  -0.198
H: 2.2937 1.6511 -0.8180  -0.039
H: 0.7607 1.8047 -1.0247  -0.032
O: -2.1424 1.5358 0.0230  -0.357
O: -1.0236 2.2848 -0.5544  -0.418
C: 1.6313 4.5468 -1.4809  -0.042
C: 1.9063 4.9328 -0.0221  -0.360
C: 1.2086 3.9983 0.9649  -0.062
C: 3.3825 5.0653 0.2366  -0.116
C: 3.9833 6.2942 0.3800  -0.046
C: 5.3519 6.4306 0.6138  -0.076
C: 6.1730 5.3033 0.7328  -0.057
C: 5.6737 4.0325 0.6165  -0.138
C: 6.5616 2.8200 0.7986  -0.387
C: 6.1553 1.9773 2.0137  -0.064
C: 6.6507 1.9591 -0.4664  -0.066
C: 4.2414 3.8768 0.3361  -0.255
N: 3.7501 2.6915 0.2253  0.297
H: 0.5534 4.4477 -1.6289  0.086
H: 2.0720 3.5862 -1.7426  0.062
H: 2.0217 5.3035 -2.1685  0.075
H: 1.4876 5.9354 0.1235  0.127
H: 1.5841 2.9807 0.9211  0.023
H: 0.1498 3.9115 0.7278  0.045
H: 1.3253 4.3511 1.9947  0.093
H: 3.3633 7.1802 0.3108  0.110
H: 5.7830 7.4183 0.7162  0.093
H: 7.2299 5.4333 0.9382  0.105
H: 7.5625 3.2206 0.9955  0.120
H: 5.1668 1.5384 1.8791  0.061
H: 6.1367 2.5805 2.9243  0.080
H: 6.8717 1.1641 2.1551  0.074
H: 7.0151 2.5405 -1.3165  0.078
H: 7.3403 1.1275 -0.3000  0.074
H: 5.6821 1.5390 -0.7285  0.069

Force components x, y, z for each atom (eV/Å):
-0.2 -2.3 0.6
-0.1 0.0 0.0
0.0 0.0 -0.1
0.0 -0.1 0.0
0.2 -0.1 0.1
-0.1 0.2 -0.2
0.0 -0.1 0.0
0.0 0.2 0.0
-0.1 -0.1 0.0
0.1 -0.1 0.1
-0.2 0.0 -0.1
0.1 0.0 -0.1
0.0 0.0 0.0
0.0 0.0 0.0
0.0 0.0 0.1
0.0 0.0 0.0
0.0 0.0 -0.1
0.0 -0.1 0.0
0.0 0.0 0.0
0.0 0.0 0.0
0.0 0.0 0.0
0.0 0.0 0.0
0.0 0.0 0.0
0.0 0.0 0.0
0.0 0.0 0.0
0.0 0.0 0.0
0.0 0.0 0.0
0.0 0.0 0.0
0.0 0.0 0.0
0.0 0.0 0.0
0.0 0.0 0.0
0.0 0.0 0.0
0.1 0.0 0.1
0.0 0.0 0.0
0.0 0.0 0.0
0.0 0.0 0.0
0.0 0.1 0.0
0.0 0.0 0.1
0.0 0.0 0.1
0.1 0.0 0.0
0.0 0.0 0.0
-0.1 0.0 0.1
0.0 -0.1 -0.1
0.0 0.1 0.0
0.0 0.1 -0.1
0.0 0.0 0.0
0.2 -0.1 0.1
-0.2 0.1 -0.2
0.3 0.0 -0.1
0.0 0.0 -0.1
0.0 0.0 0.0
-0.1 0.0 0.0
-0.1 0.1 -0.1
0.1 -0.1 0.1
0.0 0.0 0.0
0.0 0.0 0.0
0.0 0.0 0.0
0.0 0.0 0.0
0.0 0.0 0.0
0.0 0.0 0.0
0.0 0.0 0.0
0.0 0.0 0.0
0.0 0.0 0.0
0.0 0.0 0.0
0.0 0.0 0.0
0.0 0.0 0.0
0.0 0.0 0.0
0.0 0.0 0.0
0.0 -0.1 0.0
0.0 0.0 0.0
0.0 0.0 0.0
0.0 0.0 0.0
0.0 0.0 0.0
0.0 0.0 0.0
0.0 0.0 0.0
-0.1 0.0 0.0
0.0 0.0 0.0
0.0 0.0 0.0
0.0 0.0 0.0
0.0 0.0 0.0
0.0 0.0 0.0
0.0 0.0 0.0
0.0 0.0 0.0
0.0 0.0 0.0
0.0 0.0 0.0
0.0 0.0 0.0
0.0 0.0 0.0
0.1 0.3 -0.5
0.3 0.1 0.3
0.0 0.3 -0.2
-0.2 0.7 0.1
-0.4 0.9 -0.1
-0.1 0.0 -0.1
0.0 0.1 0.0
-0.1 0.1 0.1
0.2 -0.1 0.0
0.0 -0.1 0.0
0.0 0.1 0.0
0.0 -0.1 0.0
-0.1 0.0 0.0
0.0 0.1 0.0
0.0 0.0 0.0
0.1 0.0 0.0
-0.1 -0.3 0.2
0.2 0.4 -0.2
0.0 0.0 0.0
0.0 0.0 0.0
0.0 0.0 0.0
0.0 0.0 0.0
0.1 -0.1 0.0
0.0 0.0 0.0
0.0 0.0 0.0
0.0 0.0 0.0
0.0 0.0 0.0
0.0 0.0 0.0
0.0 0.0 0.0
0.0 0.0 0.0
0.0 0.0 0.0
0.0 0.0 0.0
0.0 0.0 0.0
0.0 0.0 0.0
-0.1 0.0 0.0

Computed properties:
- LUMO level (spin up / spin down) (eV) = 2.267 / 3.553
- spin multiplicity = 1
- HOMO level (spin up / spin down) (eV) = -1.6 / -1.6
- charge = -2
- Kohn-Sham gap (spin up / spin down) (Eh) = 0.142 / 0.189

---

# 4
This record from OMol25 describes a molecular structure, C4H7N3S in a non-equilibrium geometry. The level of theory is ωB97M-V/def2-TZVPD.

Each line ends with the natural charge from an NBO analysis.
Cartesian coordinates (Å):
C: 2.4272 -0.2339 0.1654  -0.421
C: 0.1679 -0.4032 -0.1694  0.489
C: -2.0071 -0.0628 -0.1794  -0.052
C: -1.4237 1.1576 -0.0622  -0.138
H: 3.4556 -0.6615 0.0785  0.216
H: 2.4508 0.6381 -0.4363  0.202
H: 2.3334 0.2443 1.1725  0.163
H: 1.3085 -2.0101 0.4634  0.412
H: -3.9909 -0.9862 -1.0190  0.126
H: -1.9210 2.0735 -0.1394  0.219
H: 0.6257 1.8968 0.4872  0.420
N: 1.3442 -1.0953 -0.1776  -0.588
N: -1.0209 -1.0417 -0.1520  -0.502
N: -0.0519 0.9566 -0.2007  -0.557
S: -3.6980 -0.4720 0.1691  0.011

Force components x, y, z for each atom (eV/Å):
2.1 0.5 1.5
-4.0 -1.2 0.4
0.9 -0.6 1.5
-0.3 -1.3 -1.1
-1.1 -0.1 0.1
-0.1 0.6 -1.2
0.1 -0.7 -0.1
-0.2 2.8 -2.1
-0.1 -0.2 -0.3
-0.1 1.4 0.1
-2.4 -4.3 -3.0
0.7 -2.1 1.8
1.3 0.6 -0.7
2.9 4.3 3.2
0.4 0.4 0.0

Computed properties:
- LUMO level (eV) = 0.068
- spin multiplicity = 1
- HOMO level (eV) = -8.0
- energy above the lowest of the compared OMol25 structures with the same formula, charge and spin (eV) = 3.003
- Kohn-Sham gap (Eh) = 0.298